Entry 1:
{"formula": "H18O9", "method": "ωB97M-V/def2-TZVPD", "symbols": ["O", "O", "O", "O", "O", "O", "O", "O", "O", "H", "H", "H", "H", "H", "H", "H", "H", "H", "H", "H", "H", "H", "H", "H", "H", "H", "H"], "xyz": [[-2.28948, -2.01262, -1.36653], [1.16112, 3.07747, -0.73345], [2.66254, -0.30786, 0.11271], [-0.04238, 0.41410, -0.50761], [-1.93550, 0.97816, -2.51587], [4.20098, 0.01840, -2.42717], [-0.66110, -2.34081, 1.04865], [-2.62238, 0.44967, 1.33415], [-0.56662, 0.21452, 3.33263], [-1.19631, 0.56463, 2.68052], [-1.92362, -2.05669, -0.47141], [1.24464, 3.42492, 0.15980], [-3.18298, -2.36083, -1.28227], [-1.22836, 0.93284, -1.84450], [3.62019, -0.22449, -1.69190], [2.88500, -1.19587, 0.41640], [0.08009, -2.85565, 0.71069], [-0.48220, -2.21540, 1.98839], [0.89150, 0.18765, -0.34238], [-2.26145, 0.07267, -2.56916], [-3.41838, 0.03470, 0.98676], [0.97265, 2.13229, -0.61773], [-0.57774, 0.84722, 4.05713], [-2.50495, 1.24112, 0.79014], [3.06638, 0.28472, 0.75965], [4.65015, 0.81640, -2.13298], [-0.54179, -0.12128, 0.12531]], "forces_ev_per_a": [[-0.18, 0.05, 0.08], [0.24, -0.20, 0.13], [0.15, -0.05, 0.18], [0.39, -0.05, 0.37], [0.01, 0.11, 0.30], [0.02, -0.15, 0.10], [0.17, 0.00, 0.00], [0.12, 0.33, -0.18], [0.03, 0.14, -0.17], [-0.03, -0.31, 0.20], [0.07, -0.02, -0.02], [-0.05, 0.00, -0.04], [0.05, -0.04, -0.06], [-0.23, -0.10, -0.47], [0.09, 0.21, -0.13], [-0.05, 0.04, -0.02], [-0.10, -0.01, -0.01], [-0.12, 0.17, 0.01], [-0.32, -0.27, -0.10], [0.14, -0.04, 0.09], [0.05, -0.04, 0.03], [-0.30, 0.44, -0.07], [0.01, -0.07, -0.01], [-0.05, -0.13, -0.08], [-0.05, -0.01, -0.08], [-0.06, 0.01, -0.04], [0.02, 0.00, -0.01]], "mulliken_charge": [-0.6053, -0.6387, -0.6961, -0.6404, -0.6469, -0.6337, -0.6428, -0.6968, -0.6114, 0.3640, 0.3240, 0.2987, 0.3169, 0.3783, 0.3853, 0.2987, 0.2831, 0.3076, 0.3975, 0.3098, 0.2774, 0.3411, 0.3073, 0.3316, 0.3106, 0.2932, 0.2871], "smiles": "O.O.O.O.O.O.O.O.O", "homo_lumo_gap_ev": 9.90, "de_lowest_kj_mol": 183.5, "lumo_energy_ev": -0.28, "e_homo_ev": -10.18}

=====

Entry 2:
{"formula": "C3H3FNaO3", "method": "ωB97M-V/def2-TZVPD", "symbols": ["Na", "F", "O", "O", "O", "C", "C", "C", "H", "H", "H"], "xyz": [[0.75417, 0.02757, 1.51320], [-4.09241, 0.56822, -0.16121], [1.72961, -0.94136, -0.42958], [-1.19780, -0.74992, 0.74771], [3.89893, -0.84744, -1.24056], [2.82136, -0.89805, -0.83419], [-2.73475, 0.39253, -0.27497], [-2.12056, -0.94061, -0.05491], [-2.67791, 0.13879, -1.42850], [-2.41940, 1.21483, 0.38626], [-2.74445, -1.85333, -0.02810]], "forces_ev_per_a": [[-0.22, -0.21, -0.10], [-0.91, -1.06, 0.30], [-0.46, 0.16, 0.48], [1.59, -2.23, -1.27], [-0.64, -0.06, 0.26], [1.26, -0.02, -0.70], [-2.14, -0.88, -3.69], [-1.48, 2.36, 6.50], [0.83, 2.65, 0.69], [1.36, -0.41, -1.24], [0.82, -0.30, -1.24]], "mulliken_charge": [1.0384, -0.2637, -0.5242, -0.5308, -0.2822, 0.8019, -0.2112, 0.1034, 0.1982, 0.2779, 0.3924], "total_charge": 1, "homo_lumo_gap_ev": 9.81, "de_lowest_kj_mol": 0.0, "lumo_energy_ev": -4.41, "e_homo_ev": -14.21}